Entry 1:
The following is a quantum chemistry calculation of a cluster of 8 separate species, C18H54N3O26P5 in total, from the OMol25 dataset.

Results
SMILES: COP(=O)(OC)OC.COP(=O)(OC)OC.COP(=O)(OC)OC.COP(=O)(OC)OC.COP(=O)(OC)OC.C[N+](=O)[O-].C[N+](=O)[O-].C[N+](=O)[O-]
Net charge: 0
HOMO energy (Ha): -0.38712
E (a.u.): -4545.6763
Orbital gap (eV): 10.39

Last column: Löwdin charge in e.
Cartesian coordinates (Å):
C  3.5103  1.2885  2.8380  -0.097
O  4.1333  2.4456  3.3747  -0.211
P  3.5765  3.2561  4.6483  0.382
O  3.4355  2.4665  5.8722  -0.219
O  4.6126  4.4437  4.6742  -0.203
C  4.7205  5.2585  5.8399  -0.092
O  2.2609  4.0170  4.1008  -0.220
C  1.0403  3.2703  3.9334  -0.101
H  4.0923  0.3773  2.9715  0.097
H  3.4134  1.4688  1.7633  0.070
H  2.5005  1.1695  3.2286  0.058
H  4.1893  4.9022  6.7187  0.087
H  4.2385  6.2147  5.6056  0.088
H  5.7669  5.4980  5.9947  0.089
H  1.0338  2.2358  4.2728  0.083
H  0.7181  3.4165  2.9056  0.074
H  0.3144  3.7596  4.5923  0.090
C  -2.6687  1.5240  3.4607  -0.069
O  -3.8920  0.7526  3.3454  -0.255
P  -4.2599  -0.3129  4.4719  0.372
O  -3.1061  -0.8880  5.1740  -0.217
O  -5.3705  0.3939  5.3794  -0.202
C  -5.1598  1.7097  5.8875  -0.084
O  -5.1004  -1.4418  3.7184  -0.186
C  -5.8833  -1.0880  2.5854  -0.109
H  -2.9136  2.5210  3.1021  0.095
H  -1.8938  1.0325  2.8794  0.069
H  -2.3607  1.5985  4.5025  0.082
H  -4.3512  2.2076  5.3597  0.067
H  -4.9490  1.6969  6.9562  0.094
H  -6.0747  2.2871  5.7604  0.092
H  -5.5442  -1.6324  1.6989  0.064
H  -5.7629  -0.0520  2.2713  0.083
H  -6.9342  -1.3347  2.7152  0.093
C  2.2748  4.0186  -0.0263  -0.067
O  2.8774  2.9820  -0.8077  -0.227
P  3.4578  3.2408  -2.2496  0.359
O  4.0954  2.1206  -2.9334  -0.209
O  2.2383  3.9598  -3.0076  -0.213
C  1.1288  3.2020  -3.4803  -0.086
O  4.3950  4.5008  -1.9862  -0.215
C  5.2203  5.0774  -2.9804  -0.095
H  2.5126  3.8394  1.0223  0.081
H  1.1851  4.0302  -0.0555  0.085
H  2.6740  4.9711  -0.3660  0.089
H  0.2246  3.4888  -2.9383  0.091
H  1.2800  2.1276  -3.3826  0.065
H  0.9366  3.4381  -4.5273  0.092
H  4.9695  6.1121  -3.2209  0.090
H  5.2295  4.5339  -3.9243  0.090
H  6.2258  5.1169  -2.5615  0.091
C  -4.7910  -3.4123  -5.2928  -0.091
O  -3.6717  -3.3758  -4.4179  -0.230
P  -2.1694  -3.6791  -4.9107  0.375
O  -1.8446  -3.1361  -6.2352  -0.224
O  -1.3223  -3.1016  -3.7014  -0.207
C  -1.6027  -1.8529  -3.1251  -0.117
O  -1.9331  -5.2271  -4.7486  -0.180
C  -2.4211  -5.8969  -3.5988  -0.099
H  -5.4355  -4.2603  -5.0657  0.087
H  -4.4690  -3.4083  -6.3357  0.086
H  -5.3588  -2.4917  -5.1452  0.088
H  -0.7065  -1.4139  -2.7037  0.045
H  -2.3910  -1.9267  -2.3729  0.070
H  -1.9690  -1.1164  -3.8479  0.101
H  -3.4358  -6.2822  -3.6942  0.094
H  -2.3732  -5.3592  -2.6462  0.061
H  -1.7723  -6.7559  -3.4221  0.096
C  -2.3333  -1.6522  0.9625  -0.085
O  -2.3085  -3.0446  1.2820  -0.177
P  -2.1500  -4.1335  0.1045  0.392
O  -2.1376  -5.5576  0.4597  -0.217
O  -0.8296  -3.7008  -0.6360  -0.214
C  0.0583  -4.6115  -1.2807  -0.079
O  -3.3231  -3.7595  -0.9336  -0.248
C  -4.6709  -3.9112  -0.5325  -0.096
H  -1.4888  -1.1643  1.4450  0.069
H  -3.2365  -1.2251  1.4093  0.073
H  -2.3807  -1.3249  -0.0786  0.085
H  1.0015  -4.6032  -0.7325  0.098
H  0.2968  -4.2536  -2.2818  0.075
H  -0.3356  -5.6224  -1.3412  0.081
H  -4.7408  -4.5429  0.3574  0.094
H  -5.3037  -4.3234  -1.3157  0.090
H  -5.1241  -2.9553  -0.2519  0.074
C  5.2687  0.4507  -0.1646  0.051
N  4.7995  -0.7079  -0.9733  -0.421
O  5.4088  -1.0421  -1.9520  0.080
O  3.8020  -1.2487  -0.5261  0.049
H  6.3065  0.5962  -0.4628  0.103
H  5.2854  0.2629  0.9006  0.082
H  4.6622  1.3085  -0.4459  0.068
C  0.6546  -0.2527  -0.3692  0.042
N  0.4237  0.5390  0.8834  -0.411
O  0.6006  -0.0494  1.9376  0.056
O  0.1136  1.7133  0.7725  0.044
H  0.6878  -1.3111  -0.1516  0.095
H  1.5832  0.0968  -0.8131  0.082
H  -0.1277  0.0240  -1.0711  0.092
C  3.2558  -1.2277  -4.3704  0.054
N  2.0513  -1.1845  -3.5410  -0.410
O  1.9644  -1.9301  -2.5894  0.059
O  1.1428  -0.4455  -3.8925  0.043
H  4.0391  -1.6780  -3.7723  0.080
H  3.4508  -0.2155  -4.7025  0.098
H  3.0429  -1.8389  -5.2459  0.112

***

Entry 2:
The following is a quantum chemistry calculation of an isolated molecule of C5H9NO, from the OMol25 dataset.

Results
Relative energy (zero: lowest compared OMol25 entry of this formula, charge and spin) (kJ/mol): 171.2
SMILES: N/C=C/CCC=O
Net charge: 0
HOMO energy (Ha): -0.30651
E (a.u.): -325.8724
Orbital gap (eV): 9.33

Last column: Löwdin charge in e.
Cartesian coordinates (Å):
N  0.2909  -2.1604  -2.4030  0.022
C  -0.2781  -1.2213  -1.5255  -0.222
C  0.2111  -0.9249  -0.3257  -0.133
C  -0.4444  0.1232  0.5294  -0.247
C  0.5190  1.1572  1.1334  -0.157
C  -0.2059  2.0856  2.0858  -0.278
O  0.2819  3.0625  2.5786  0.057
H  -0.1154  -2.1213  -3.3285  0.072
H  1.2936  -2.0912  -2.5050  0.080
H  -1.2445  -0.8580  -1.8568  0.112
H  1.0109  -1.5192  0.0912  0.106
H  -1.2247  0.6337  -0.0324  0.107
H  -0.9897  -0.3713  1.3503  0.113
H  1.2899  0.5830  1.6443  0.121
H  0.8745  1.8076  0.3295  0.126
H  -1.2690  1.8148  2.2343  0.120

***

Entry 3:
The following is a quantum chemistry calculation of a structure of composition CBrFN2O2, from the OMol25 dataset.

Results
Relative energy (zero: lowest compared OMol25 entry of this formula, charge and spin) (kJ/mol): 44.6
Net charge: 0
HOMO energy (Ha): -0.41412
E (a.u.): -2971.7773
Orbital gap (eV): 11.39

Last column: Löwdin charge in e.
Cartesian coordinates (Å):
C  -0.2648  1.6566  0.5302  -0.913
N  0.7015  1.0441  0.5860  0.099
N  0.2808  -1.4963  -0.1543  -0.374
O  -0.7594  -1.2815  0.2646  0.194
O  1.1995  -2.1273  -0.1263  0.259
F  0.4209  -0.5524  -1.4494  -0.155
Br  -1.5784  2.7568  0.3493  0.890

***

Entry 4:
The following is a quantum chemistry calculation of a structure of composition C42H44BGeN7O4Rb, from the OMol25 dataset.

Results
Relative energy (zero: lowest compared OMol25 entry of this formula, charge and spin) (kJ/mol): 8.1
Net charge: -2
Spin multiplicity: 2
HOMO energy (spin up / spin down) (Ha): -0.06089 / -0.06088
E (a.u.): -4437.2036
Orbital gap (spin up / spin down) (eV): 5.30 / 4.58
<S²>: 0.753

Last column: Löwdin charge in e.
Cartesian coordinates (Å):
Rb  0.7639  -0.0216  -1.9085  0.627
C  2.0316  -3.5503  1.4715  -0.043
C  1.0453  -3.5307  0.3354  -0.282
C  -0.2360  -3.0171  0.4932  -0.064
C  -1.1374  -2.9913  -0.5706  -0.083
C  -0.7689  -3.4897  -1.8112  -0.079
C  0.5141  -4.0034  -1.9753  -0.071
C  1.4095  -4.0162  -0.9197  -0.052
H  2.8802  -2.9003  1.2475  0.068
H  2.4247  -4.5568  1.6331  0.077
H  1.5708  -3.2136  2.4010  0.065
H  -0.5348  -2.6326  1.4629  0.082
H  -2.1276  -2.5728  -0.4227  0.091
H  -1.4445  -3.4480  -2.6581  0.085
H  0.8128  -4.3625  -2.9521  0.099
H  2.4197  -4.3808  -1.0706  0.116
B  1.0754  4.0526  -2.4533  -0.437
N  -0.4353  3.7463  -2.1517  -0.095
C  -1.4714  4.5839  -2.3144  -0.120
C  -2.6392  3.9106  -2.0023  -0.088
C  -2.1931  2.6287  -1.6566  -0.219
N  -0.8693  2.5397  -1.7403  0.008
N  1.5365  3.2496  -3.6967  -0.106
C  1.3901  3.5983  -4.9879  -0.121
C  1.8710  2.5736  -5.7772  -0.092
C  2.3048  1.6160  -4.8469  -0.190
N  2.1022  2.0307  -3.6022  -0.011
H  1.1229  5.2399  -2.7172  0.062
H  1.7595  3.7441  -1.5111  0.059
H  -1.3021  5.5937  -2.6501  0.102
H  -3.6491  4.2836  -2.0345  0.074
H  -2.7709  1.7631  -1.3659  0.080
H  0.9516  4.5482  -5.2481  0.105
H  1.8957  2.5212  -6.8526  0.073
H  2.7445  0.6464  -5.0264  0.092
C  1.2280  3.1996  1.2159  -0.011
C  2.3813  2.2697  1.0988  -0.371
N  2.4034  1.1603  0.4022  0.123
C  3.6371  0.5897  0.6377  -0.142
C  4.3617  1.3742  1.5039  -0.089
N  3.5459  2.4323  1.7763  0.174
C  5.7131  1.3056  2.1697  -0.614
O  6.4186  0.2940  1.8895  -0.019
O  5.9870  2.2467  2.9262  -0.014
C  4.0052  -0.6988  -0.0026  -0.513
O  5.1943  -1.1826  0.2803  0.094
O  3.2274  -1.2862  -0.7331  -0.010
H  0.5696  3.0564  0.3610  0.045
H  1.5571  4.2396  1.2248  0.086
H  0.6738  3.0024  2.1384  0.069
H  3.8359  3.1727  2.3956  0.158
H  5.7268  -0.5745  0.9427  0.045
C  1.3235  -2.5219  -5.1484  -0.076
C  -0.1514  -2.3941  -4.9099  -0.458
C  -1.1697  -3.2178  -5.3767  -0.129
C  -2.3780  -2.6444  -4.8972  -0.137
C  -1.9973  -1.5201  -4.1734  -0.460
C  -2.8677  -0.5765  -3.3982  -0.067
N  -0.6466  -1.3638  -4.1754  0.001
H  1.5868  -3.5378  -5.4569  0.061
H  1.8898  -2.2958  -4.2396  0.057
H  1.6779  -1.8386  -5.9283  0.057
H  -1.0553  -4.1023  -5.9911  0.065
H  -3.3888  -2.9988  -5.0565  0.065
H  -3.9220  -0.7169  -3.6520  0.063
H  -2.6035  0.4637  -3.6039  0.058
H  -2.7720  -0.7253  -2.3125  0.047
C  -2.2090  2.3402  1.7758  -0.239
Ge  -1.4843  0.5095  1.6789  1.064
C  -2.9746  -0.7574  1.7409  -0.343
C  -4.0368  -0.6284  0.8435  -0.127
C  -5.0687  -1.5550  0.8197  -0.092
C  -5.0547  -2.6306  1.6981  -0.102
C  -4.0072  -2.7723  2.5977  -0.091
C  -2.9748  -1.8447  2.6151  -0.126
C  -0.2417  0.1329  3.1577  -0.261
C  1.0191  -0.3073  2.8467  -0.114
C  2.0137  -0.4752  3.8390  -0.051
C  1.7268  -0.2101  5.1438  -0.030
C  0.4265  0.2089  5.5250  -0.169
C  0.1008  0.4581  6.8811  -0.049
C  -1.1574  0.8443  7.2446  -0.103
C  -2.1573  0.9949  6.2602  -0.091
C  -1.8685  0.7679  4.9441  -0.053
C  -0.5687  0.3772  4.5291  -0.178
H  -1.9763  2.7712  2.7513  0.013
H  -3.2916  2.3048  1.6453  0.018
H  -1.7873  2.9669  0.9942  -0.012
H  -4.0501  0.1952  0.1369  0.089
H  -5.8738  -1.4473  0.1034  0.099
H  -5.8524  -3.3629  1.6727  0.094
H  -3.9871  -3.6138  3.2797  0.097
H  -2.1560  -1.9701  3.3162  0.098
H  1.2836  -0.5030  1.8155  0.080
H  3.0059  -0.7934  3.5431  0.113
H  2.4867  -0.3153  5.9099  0.110
H  0.8758  0.3320  7.6290  0.106
H  -1.3925  1.0303  8.2855  0.092
H  -3.1589  1.2877  6.5503  0.096
H  -2.6481  0.8713  4.1983  0.091

***

Number 4 is which compound? C42H44BGeN7O4Rb

***

Which of these has the highest E? C5H9NO